#A
This record from the OMol25 dataset describes a cluster of 2 separate species, C4H12 in total. The level of theory is wB97M-V/def2-TZVPD.

```
16
Properties=species:S:1:pos:R:3:lowdin_charge:R:1
C -0.594 -1.363 -1.919 -0.158
C -0.276 2.234 1.072 -0.166
C 0.541 -2.124 -1.191 -0.158
C 0.321 1.229 2.042 -0.172
H -1.339 -2.088 -2.197 0.049
H 1.495 -1.782 -1.548 0.048
H 0.896 0.442 1.538 0.053
H 1.031 1.502 2.824 0.061
H -0.929 2.903 1.635 0.064
H -0.524 0.692 2.438 0.057
H -0.778 1.639 0.346 0.038
H -0.155 -1.050 -2.866 0.056
H -1.057 -0.431 -1.602 0.051
H 0.664 -2.059 -0.106 0.053
H 0.325 2.902 0.447 0.064
H 0.370 -3.172 -1.426 0.059
```

Frontier orbital gap: 0.4678 Ha
Net charge: 0
Structure (SMILES): CC.CC
HOMO energy: -11.62 eV
LUMO energy: 0.0406 Ha

#B
This record from the OMol25 dataset describes a cluster of 2 separate species, C4H12 in total. The level of theory is wB97M-V/def2-TZVPD.

```
16
Properties=species:S:1:pos:R:3:lowdin_charge:R:1
C 2.056 0.604 1.274 -0.174
C -2.463 -0.134 -1.683 -0.180
C 3.117 -0.263 0.627 -0.181
C -2.731 -0.192 -0.192 -0.177
H -3.184 0.704 0.218 0.061
H 1.762 1.385 0.579 0.060
H -3.401 -0.213 -2.249 0.060
H 2.385 1.122 2.184 0.061
H 4.169 0.010 0.725 0.060
H -3.271 -1.079 0.145 0.060
H 3.051 -1.321 0.887 0.059
H -1.755 -0.388 0.278 0.056
H 2.985 -0.231 -0.461 0.059
H -2.156 0.870 -1.969 0.059
H 1.225 0.031 1.676 0.056
H -1.790 -0.906 -2.037 0.061
```

Frontier orbital gap: 0.4585 Ha
Net charge: 0
Structure (SMILES): CC.CC
HOMO energy: -11.42 eV
LUMO energy: 0.0390 Ha

Least stable structure among those shown: #A.